The molecule H3NOS. Source: the Open Molecules 2025 dataset; level of theory: ωB97M-V/def2-TZVPD.

Results
* HOMO: -9.2 eV
* charge: 0
* HOMO-LUMO gap: 0.362 Eh
* E_LUMO: 0.62 eV
* SMILES: NOS
* total energy: -14418.454 eV

Cartesian coordinates (Å):
1 N 0.184 -0.759 -0.661
2 O -1.014 -0.722 0.012
3 S -0.959 0.015 1.479
4 H 0.864 -0.024 -0.267
5 H -0.040 -0.352 -1.537
6 H -0.896 -0.913 2.506

Forces on atoms 1 to 3 (eV/Å):
3.75 0.60 0.17
-1.93 -0.16 1.82
-0.25 0.79 0.66

Results of the Mulliken charge analysis, in e, for atoms 1 through 2: N -0.418; O -0.166